[1]
The following is a quantum chemistry calculation of 3 unconnected molecules or ions with the total composition C29H46N4O6S, from the OMol25 dataset.

Output
Spin multiplicity: 3
HOMO (spin up / spin down), hartree: -0.3023 / -0.3422
Maximum force, eV/Å: 1.3
HOMO-LUMO gap (spin up / spin down), hartree: 0.275 / 0.315
Total energy, hartree: -2201.16452
Net charge: 0

CARTESIAN COORDINATES (ANGSTROEM)
1 C 6.45954 0.40776 -1.98271
2 S 5.72721 1.74540 -2.86863
3 O 5.91451 1.52739 -4.27554
4 O 6.22371 2.96146 -2.27756
5 C 4.00197 1.64999 -2.50601
6 C 3.56614 1.43324 -1.18018
7 C 2.24488 1.39284 -0.91396
8 C 1.29387 1.58638 -1.94045
9 N -0.02917 1.54584 -1.62516
10 C -0.85768 1.72512 -2.61068
11 C -2.33506 1.73378 -2.32314
12 C -2.81888 3.15254 -2.06197
13 O -3.63839 3.72684 -2.72358
14 O -2.29410 3.70429 -0.92847
15 C -0.40420 1.93471 -3.94788
16 N 0.84710 1.97164 -4.27543
17 C 1.73458 1.80607 -3.25951
18 C 3.11173 1.83376 -3.53425
19 H 6.16988 0.46590 -0.93913
20 H 7.52681 0.60866 -2.05357
21 H 6.20639 -0.55243 -2.41923
22 H 4.28367 1.29945 -0.38742
23 H 1.89159 1.20106 0.08935
24 H -2.51659 1.17019 -1.40849
25 H -2.89905 1.30994 -3.14823
26 H -1.33005 3.65612 -0.92338
27 H -1.13762 2.06602 -4.73522
28 H 3.43797 1.99709 -4.55140
29 C 0.39749 -4.23387 -1.31630
30 C 1.49096 -3.17337 -1.56518
31 C 2.03555 -3.29169 -2.99053
32 C 2.92971 -4.51249 -3.20220
33 C 4.04694 -4.55966 -2.15999
34 C 3.53745 -4.47379 -0.71998
35 N 2.61603 -3.30295 -0.58615
36 O 3.26215 -2.20048 -0.45178
37 C 2.84434 -5.78432 -0.31698
38 C 4.70656 -4.28506 0.23821
39 C 0.84629 -1.81169 -1.37166
40 H -0.57563 -3.83185 -1.59523
41 H 0.53912 -5.14166 -1.89973
42 H 0.34558 -4.50672 -0.26273
43 H 2.61057 -2.38966 -3.22535
44 H 1.19054 -3.31455 -3.68254
45 H 2.34066 -5.43292 -3.17173
46 H 3.36846 -4.46828 -4.20040
47 H 4.62779 -5.47812 -2.26870
48 H 4.73593 -3.72882 -2.34250
49 H 2.36672 -5.68469 0.65837
50 H 3.59113 -6.57498 -0.24618
51 H 2.09816 -6.12337 -1.02950
52 H 5.32040 -3.42836 -0.02943
53 H 5.33481 -5.17541 0.20743
54 H 4.35443 -4.14828 1.26118
55 H 0.47505 -1.68274 -0.35305
56 H -0.00260 -1.71826 -2.05188
57 H 1.51554 -0.98675 -1.58898
58 C -4.10865 4.23556 4.51473
59 C -3.83296 3.45749 3.21020
60 C -5.12583 3.27306 2.41305
61 C -6.08150 2.25060 3.02690
62 C -5.37299 0.91956 3.27688
63 C -4.09030 1.06136 4.09822
64 N -3.22334 2.11874 3.49131
65 O -2.56280 1.67011 2.48557
66 C -4.42432 1.37805 5.56410
67 C -3.32286 -0.25463 4.09969
68 C -2.84296 4.27771 2.39517
69 H -4.00951 5.30476 4.33239
70 H -5.11179 4.07763 4.90681
71 H -3.39101 3.97052 5.29072
72 H -4.87133 2.95308 1.39761
73 H -5.61652 4.24452 2.32132
74 H -6.51203 2.63335 3.95608
75 H -6.92171 2.09109 2.34876
76 H -6.04090 0.22533 3.79192
77 H -5.12734 0.46273 2.31299
78 H -3.51794 1.60717 6.12569
79 H -4.89052 0.50458 6.02009
80 H -5.11983 2.20284 5.68759
81 H -3.12490 -0.61312 3.09248
82 H -3.91609 -1.00812 4.61856
83 H -2.36988 -0.14966 4.61943
84 H -1.89682 4.39216 2.92771
85 H -3.25990 5.26970 2.22008
86 H -2.64434 3.82754 1.42929



[2]
The following is a quantum chemistry calculation of a molecular structure, C29H46P2Zr, from the OMol25 dataset.

Output
Spin multiplicity: 1
HOMO, hartree: -0.5066
Maximum force, eV/Å: 7.1
HOMO-LUMO gap, hartree: 0.242
Total energy, hartree: -1861.66632
Net charge: +2

CARTESIAN COORDINATES (ANGSTROEM)
1 Zr -0.50944 -0.87925 0.70861
2 C 2.35171 -1.28312 0.88391
3 C 1.76482 -0.37783 1.84958
4 C 1.00234 -2.52556 2.27839
5 C 1.92253 -2.60852 1.18147
6 C 0.83771 -1.14452 2.65779
7 C 3.48343 -0.92366 -0.01030
8 H 3.92859 0.04879 0.26152
9 H 3.19662 -0.87048 -1.07289
10 H 4.26839 -1.68956 0.07338
11 C 2.51890 -3.83139 0.57831
12 H 3.60353 -3.70829 0.43558
13 H 2.10369 -4.11935 -0.40017
14 H 2.37607 -4.67586 1.25745
15 C 0.53025 -3.59527 3.18828
16 H 0.93469 -4.58784 2.96419
17 H -0.56580 -3.66206 3.19359
18 H 0.81941 -3.34230 4.22190
19 C 0.17772 -0.72059 3.92765
20 H 0.58518 -1.28669 4.78376
21 H -0.91078 -0.89664 3.91516
22 H 0.32863 0.34655 4.11540
23 C 2.42841 0.84007 2.38370
24 H 2.17658 1.00311 3.44022
25 H 2.16857 1.75362 1.83630
26 H 3.52128 0.72985 2.33729
27 C 1.95007 1.14761 -3.20330
28 C 3.09774 1.73173 -2.84176
29 C 3.30028 2.82279 -1.82692
30 C 2.19182 3.91277 -1.71694
31 C 1.17242 3.65659 -0.66910
32 C 0.70698 2.48539 -0.21270
33 C 0.61650 1.15565 -0.95665
34 C 0.60473 1.33150 -2.50509
35 H 4.23442 3.35315 -2.09318
36 H 1.81904 4.11539 -2.72930
37 H 3.53541 2.45492 -0.79478
38 H 0.20523 2.32776 -2.70700
39 H 1.95375 0.38033 -3.98929
40 H 4.02848 1.33064 -3.23280
41 H -0.16273 0.62964 -2.89044
42 H 1.40901 0.45585 -0.63388
43 H 0.18405 2.47382 0.76410
44 H -0.39195 0.67810 -0.61925
45 H 2.65783 4.84325 -1.34965
46 H 0.85287 4.56059 -0.13780
47 P -2.20080 1.83355 -1.31905
48 C -3.09890 1.96964 -2.91193
49 C -2.35384 3.64575 -0.93001
50 P -2.56509 0.31443 1.32152
51 C -3.42441 0.93051 -0.22581
52 C -2.49236 1.95966 2.21386
53 C -3.73530 -0.94358 1.99064
54 H -3.76394 1.11178 -3.04154
55 H -2.42044 2.02690 -3.77221
56 H -3.69859 2.88806 -2.91105
57 H -3.27953 4.03016 -1.37730
58 H -1.51777 4.21152 -1.37404
59 H -2.36911 3.83636 0.14653
60 H -4.71440 -1.03884 1.48374
61 H -3.84805 -0.67704 3.04722
62 H -3.22582 -1.92911 1.95794
63 H -3.73203 0.04417 -0.81626
64 H -4.31846 1.55113 -0.00643
65 H -2.36769 1.86880 3.30126
66 H -3.33149 2.65409 2.04726
67 H -1.58525 2.50311 1.90972
68 C -2.11707 -4.14171 -2.00814
69 C -1.95478 -3.96904 -0.62590
70 C -1.16689 -2.89060 -0.10136
71 C -0.39075 -2.12642 -1.04107
72 C -0.39226 -2.44761 -2.40449
73 C -1.36747 -3.33331 -2.89541
74 H -2.85041 -4.84975 -2.42251
75 H -2.41270 -4.67695 0.07881
76 H -1.13205 -2.81041 1.06376
77 H 0.35000 -1.95303 -3.04878
78 H -1.53130 -3.43294 -3.97333



[3]
The following is a quantum chemistry calculation of 8 unconnected molecules or ions with the total composition C29H47ClN8O6S, from the OMol25 dataset.

Output
Spin multiplicity: 1
HOMO, hartree: -0.3589
Maximum force, eV/Å: 7.1
SMILES: CC(=O)N(C)[C@@]1(OC[C@H](C)C(C)C)C[C@@H](CC(=O)Cl)COS1(=O)=O.CC#N.CC#N.CC#N.CC#N.CC#N.CC#N.CC#N
HOMO-LUMO gap, hartree: 0.345
Total energy, hartree: -2880.80409
Net charge: 0

CARTESIAN COORDINATES (ANGSTROEM)
1 C 2.76010 2.20951 1.42906
2 C 1.64708 2.47430 0.28038
3 O 1.19641 3.66213 0.25898
4 N 1.22745 1.47189 -0.70628
5 C 1.18962 1.98847 -2.09846
6 C 0.06806 0.63758 -0.32155
7 O -1.20695 1.05587 -0.80511
8 C -1.62180 2.37032 -0.36453
9 C -3.24312 2.39527 -0.38738
10 C -3.84393 3.71330 -1.08925
11 C -3.91408 2.16459 1.04865
12 C -3.90364 0.60362 1.52560
13 C -3.37940 3.16220 2.20185
14 C 0.30991 -0.80134 -1.07288
15 C 1.25179 -1.80717 -0.25311
16 C 2.06035 -2.81955 -1.24689
17 C 1.43671 -4.30291 -1.05150
18 O 0.24850 -4.49994 -1.41999
19 Cl 2.33017 -5.68981 -0.28730
20 C 2.22504 -1.12964 0.82371
21 O 1.47028 -0.62961 1.96172
22 S 0.04713 0.12436 1.49758
23 O -1.10258 -0.86756 1.59898
24 O -0.26628 1.23376 2.44972
25 H 3.25918 3.22750 1.62838
26 H 3.58692 1.51340 1.05365
27 H 2.29336 1.88530 2.41983
28 H 0.60406 1.35660 -2.83934
29 H 0.74514 3.05376 -2.16687
30 H 2.28248 2.10486 -2.44636
31 H -1.17024 2.75518 0.60221
32 H -1.30445 3.12072 -1.18840
33 H -3.57434 1.50409 -1.04604
34 H -4.94261 3.51114 -1.32391
35 H -3.23296 3.93216 -2.03069
36 H -3.74443 4.61958 -0.40444
37 H -5.03679 2.41580 0.92294
38 H -4.99433 0.24290 1.64206
39 H -3.44248 -0.03922 0.70396
40 H -3.41482 0.46414 2.54768
41 H -3.15529 4.17057 1.71889
42 H -4.27226 3.33247 2.91337
43 H -2.50363 2.69926 2.76352
44 H -0.74258 -1.28017 -1.08719
45 H 0.60918 -0.68264 -2.16273
46 H 0.54626 -2.50077 0.34518
47 H 1.81170 -2.54203 -2.33389
48 H 3.18088 -2.82989 -1.02775
49 H 2.92997 -1.96092 1.20172
50 H 2.87145 -0.35299 0.29693
51 C 7.15966 1.45236 1.75905
52 C 6.05319 0.91019 0.90357
53 N 5.17774 0.48792 0.23460
54 H 8.11526 1.33716 1.24734
55 H 6.98762 2.51122 1.96044
56 H 7.19553 0.91101 2.70582
57 C 7.48222 -2.53294 -1.12116
58 C 8.16327 -1.31161 -0.58506
59 N 8.69812 -0.35028 -0.16371
60 H 6.44938 -2.56471 -0.77066
61 H 7.48844 -2.51217 -2.21197
62 H 8.00287 -3.42842 -0.77841
63 C -2.40559 -4.17111 1.22878
64 C -3.81086 -3.66243 1.11937
65 N -4.91613 -3.26228 1.03369
66 H -1.79534 -3.45821 1.78686
67 H -2.39748 -5.13097 1.74793
68 H -1.97884 -4.30147 0.23246
69 C -2.37762 -5.64901 -3.03199
70 C -3.78476 -5.14481 -3.14247
71 N -4.89135 -4.74838 -3.22984
72 H -1.76828 -4.93243 -2.48022
73 H -2.36593 -6.60517 -2.50664
74 H -1.95307 -5.78469 -4.02793
75 C -6.61991 2.56212 -4.74835
76 C -6.08169 3.79991 -4.09713
77 N -5.65764 4.77307 -3.58451
78 H -5.82015 2.04577 -5.28136
79 H -7.03264 1.89398 -3.99093
80 H -7.40648 2.82765 -5.45629
81 C 2.35603 -5.66852 4.28752
82 C 3.60846 -5.73436 3.46719
83 N 4.60477 -5.78450 2.82680
84 H 2.29758 -6.53693 4.94535
85 H 2.35700 -4.76144 4.89377
86 H 1.48364 -5.65844 3.63213
87 C -0.65924 6.13252 1.12735
88 C -2.06325 6.64365 1.01227
89 N -3.16802 7.04586 0.92180
90 H -0.04808 6.84765 1.68018
91 H -0.65377 5.17699 1.65434
92 H -0.23211 5.99267 0.13338



[4]
The following is a quantum chemistry calculation of a molecular structure, C29H48BiNOP3S, from the OMol25 dataset.

Output
Spin multiplicity: 1
HOMO (spin up / spin down), hartree: -0.5692 / -0.5662
Maximum force, eV/Å: 3.7
HOMO-LUMO gap (spin up / spin down), hartree: 0.198 / 0.139
Total energy, hartree: -2899.53696
Net charge: +3

CARTESIAN COORDINATES (ANGSTROEM)
1 Bi -2.68855 -2.40540 -0.24224
2 P 0.28303 2.82581 0.67717
3 P -3.91969 0.03565 -0.35966
4 P 3.05839 0.38058 -1.22861
5 H -2.32454 -1.06572 -2.70135
6 C -1.79703 -1.84859 -2.15028
7 C -2.35429 -3.23323 -2.21742
8 H -3.28766 -3.35009 -2.78672
9 C 0.15455 4.62449 0.33959
10 C -1.03584 2.56932 1.93172
11 C 1.82761 2.70054 1.65671
12 C -5.52517 -0.11132 -1.22387
13 C -4.36308 0.64934 1.29541
14 C -3.19909 1.48219 -1.17735
15 C 3.61505 -0.65095 -2.64910
16 C 4.49047 0.11527 -0.10765
17 C 3.51568 2.04138 -1.88491
18 H -0.70662 -1.74324 -2.13580
19 H -1.63552 -4.05549 -2.28491
20 H 0.81257 5.20335 0.99921
21 H -0.88604 4.95174 0.44989
22 H 0.45097 4.77802 -0.70793
23 H -0.89089 3.18246 2.83013
24 H -1.05842 1.51283 2.23200
25 H -2.00572 2.82147 1.48401
26 H 2.06270 3.64445 2.16312
27 H 2.64907 2.43943 0.97416
28 H 1.74088 1.89249 2.39306
29 H -6.19140 0.67241 -0.84182
30 H -5.97079 -1.09715 -1.04208
31 H -5.37172 0.02416 -2.30179
32 H -4.98585 1.54985 1.17978
33 H -3.46040 0.89212 1.87444
34 H -4.93279 -0.12062 1.83530
35 H -3.98842 2.21615 -1.38780
36 H -2.72994 1.18461 -2.12193
37 H -2.44203 1.94219 -0.53042
38 H 4.70851 -0.73992 -2.64450
39 H 3.26980 -0.22225 -3.59769
40 H 3.16643 -1.64692 -2.53162
41 H 5.33800 -0.30122 -0.66641
42 H 4.18141 -0.59854 0.66892
43 H 4.77483 1.06223 0.36851
44 H 4.19404 1.94334 -2.74318
45 H 3.99463 2.63176 -1.09309
46 H 2.60357 2.56269 -2.20646
47 C 0.07926 1.58930 -3.43331
48 C -0.10345 2.69406 -4.27846
49 C 0.05102 2.50237 -5.65019
50 C 0.43329 1.25341 -6.15433
51 C 0.65725 0.18250 -5.29110
52 C 0.50421 0.35179 -3.92035
53 O -0.36279 1.59857 -2.12028
54 H 0.00369 2.33439 -1.63931
55 H -0.38233 3.65928 -3.84760
56 H -0.06726 3.36671 -6.30573
57 H 0.60311 1.13228 -7.22324
58 H 1.01647 -0.77357 -5.66330
59 H 0.70363 -0.44469 -3.19822
60 N -0.50079 -2.51842 0.47855
61 S 0.61911 -1.76665 1.40703
62 C -0.22637 -1.10721 2.84123
63 C 0.54085 -0.35259 3.74621
64 C -0.06594 0.21497 4.86729
65 C -1.43283 0.01466 5.09216
66 C -2.18300 -0.77294 4.21481
67 C -1.56480 -1.36106 3.10705
68 C 1.44551 -3.14710 2.20727
69 C 0.69338 -4.25056 2.60512
70 C 1.30298 -5.29297 3.31803
71 C 2.66700 -5.22945 3.62161
72 C 3.42567 -4.12843 3.21025
73 C 2.82002 -3.08277 2.50306
74 H -0.04627 -3.29211 -0.01377
75 H 1.61192 -0.24684 3.56806
76 H 0.53633 0.80370 5.56350
77 H -1.90933 0.46134 5.96767
78 H -3.24754 -0.94833 4.39133
79 H -2.12219 -2.02735 2.44276
80 H -0.36975 -4.28457 2.36330
81 H 0.70391 -6.14924 3.63362
82 H 3.14038 -6.03831 4.17818
83 H 4.49251 -4.07701 3.43817
84 H 3.39241 -2.20883 2.18636



[5]
The following is a quantum chemistry calculation of a molecular structure, C29H48Br2N5O2ScSi, from the OMol25 dataset.

Output
Spin multiplicity: 1
HOMO, hartree: -0.5031
Maximum force, eV/Å: 0.5
HOMO-LUMO gap, hartree: 0.290
Total energy, hartree: -7756.15763
Net charge: +2

CARTESIAN COORDINATES (ANGSTROEM)
1 Sc -0.30528 -1.33138 1.29680
2 C 1.29774 -1.55853 3.99511
3 C 0.10673 -2.45466 4.26700
4 N -1.02190 -2.00118 3.42983
5 C -2.07917 -3.01653 3.27620
6 C -1.62672 -4.02880 2.25796
7 C -1.98902 -5.36058 2.28598
8 C -1.48045 -6.20769 1.31115
9 C -0.61350 -5.70852 0.35066
10 C -0.30006 -4.36273 0.37870
11 C 0.61469 -3.71613 -0.62755
12 N 1.26020 -2.50489 -0.07933
13 C 2.54814 -2.73321 0.62038
14 C 2.34685 -2.79049 2.12109
15 N 1.60983 -1.57971 2.54533
16 N -0.81522 -3.54128 1.30420
17 H 2.16179 -1.86922 4.58664
18 H 1.05856 -0.52921 4.26340
19 H -0.15032 -2.44734 5.32817
20 H 0.33173 -3.48931 4.00271
21 H -1.43158 -1.17860 3.86170
22 H -2.97725 -2.51213 2.91390
23 H -2.32566 -3.50346 4.22222
24 H -2.64506 -5.73154 3.06138
25 H -1.74297 -7.25736 1.31262
26 H -0.18541 -6.35331 -0.40465
27 H 0.01913 -3.41219 -1.49280
28 H 1.35616 -4.43348 -0.98584
29 H 1.43954 -1.89158 -0.86715
30 H 3.20232 -1.89185 0.37957
31 H 3.04205 -3.63675 0.25856
32 H 3.30906 -2.86891 2.63296
33 H 1.75716 -3.66515 2.39531
34 H 2.18842 -0.76632 2.33959
35 C 0.29348 -0.23358 -4.46100
36 C 0.16053 1.24142 -4.05280
37 C 1.16025 2.06918 -4.88651
38 C -1.26475 1.67423 -4.43020
39 Si 0.50123 1.58431 -2.21002
40 Br -0.65015 -0.26874 -1.22721
41 C 2.29695 1.29610 -1.60433
42 C 2.39654 1.02921 -0.09498
43 C 3.13520 2.54701 -1.93180
44 C 2.95097 0.09993 -2.30833
45 C -0.39843 3.07087 -1.43167
46 C 0.12501 3.36051 -0.01739
47 C -1.91424 2.85157 -1.30628
48 C -0.14385 4.31752 -2.30179
49 H 0.09746 -0.30856 -5.53402
50 H -0.44035 -0.86625 -3.95964
51 H 1.28385 -0.64505 -4.28900
52 H 0.89887 1.96429 -5.94276
53 H 2.18835 1.72047 -4.77552
54 H 1.13113 3.13370 -4.65285
55 H -1.43053 1.43676 -5.48413
56 H -1.42554 2.74466 -4.31438
57 H -2.02557 1.14328 -3.85342
58 H 1.97940 1.82118 0.52186
59 H 3.45184 0.91167 0.17284
60 H 1.88543 0.09672 0.17045
61 H 2.81845 3.42338 -1.36848
62 H 3.11030 2.79682 -2.99366
63 H 4.17919 2.35254 -1.67047
64 H 2.37833 -0.82497 -2.18510
65 H 3.94650 -0.06426 -1.88474
66 H 3.08081 0.26170 -3.37683
67 H 0.04016 2.49306 0.63986
68 H -0.47521 4.16369 0.41938
69 H 1.16059 3.69930 -0.01062
70 H -2.15473 2.02702 -0.63151
71 H -2.40493 2.66185 -2.25756
72 H -2.35787 3.75767 -0.88408
73 H 0.91863 4.52761 -2.44338
74 H -0.57840 5.18402 -1.79625
75 H -0.61408 4.24876 -3.28219
76 Br -6.13754 3.44957 1.87623
77 C -4.32855 3.18527 2.30521
78 C -3.60352 4.20493 2.92312
79 N -2.32148 4.08872 3.25129
80 C -1.70550 2.94989 2.96719
81 C -2.34790 1.88155 2.34927
82 C -3.69578 1.99607 2.01463
83 C -1.60874 0.65921 2.02273
84 O -0.33587 0.58682 2.18067
85 O -2.19988 -0.37164 1.56544
86 H -4.08740 5.14544 3.15941
87 H -0.65908 2.87618 3.23971
88 H -4.22012 1.18138 1.53382